1.
{"formula": "C23H47BN4O5S3SbSeTi", "method": "wB97M-V/def2-TZVPD", "multiplicity": 3, "de_lowest_kcal_mol": 4.49, "total_charge": -1, "symbols": ["H", "H", "H", "C", "H", "H", "H", "S", "H", "H", "H", "H", "C", "S", "H", "H", "C", "H", "C", "Se", "H", "H", "C", "H", "H", "H", "Ti", "H", "C", "H", "C", "C", "H", "H", "H", "H", "C", "C", "H", "H", "H", "O", "N", "H", "O", "C", "H", "C", "H", "S", "H", "C", "O", "H", "H", "H", "N", "C", "H", "C", "H", "N", "H", "C", "H", "H", "C", "C", "H", "O", "N", "C", "H", "C", "C", "H", "H", "C", "Sb", "C", "O", "B", "H", "H", "H", "H"], "positions_angstrom": [[-0.611, -3.650, 3.571], [6.290, -0.169, -2.925], [3.818, 2.802, 2.476], [3.648, -2.088, 2.069], [0.450, -4.943, -0.335], [-1.581, -6.518, -0.085], [3.212, -3.608, -0.099], [0.576, -2.610, -0.515], [-4.352, -0.507, 3.959], [4.027, -0.342, -4.179], [0.095, -2.668, 4.874], [5.763, -1.622, -2.090], [-2.286, 3.524, 1.428], [-2.863, -0.114, 0.191], [4.465, -3.009, -1.176], [-2.051, -1.117, -4.462], [-1.654, -4.388, -0.521], [-2.301, -5.543, 1.198], [4.202, -3.148, -0.127], [0.743, 2.322, -1.447], [-1.673, -4.485, -1.607], [-1.174, -0.899, -2.136], [-2.220, -5.655, 0.115], [-2.306, 2.357, 3.921], [4.907, -3.876, 0.294], [4.228, -2.835, 2.624], [-0.306, 0.509, 0.264], [-2.530, 3.142, -2.465], [-2.370, 3.739, 0.100], [-0.984, -2.494, -4.758], [-0.234, -4.139, -0.042], [5.554, 1.021, 1.453], [-3.215, -5.876, -0.272], [6.019, 1.910, 1.894], [-2.285, 4.643, -0.476], [5.458, 0.281, 2.251], [0.253, -2.483, -2.291], [-0.269, -2.651, 3.845], [2.531, -0.094, -3.271], [3.608, -1.177, 2.671], [-2.160, 4.227, 2.233], [0.484, 2.338, 0.220], [-1.352, -1.710, 3.693], [3.085, 1.219, 2.740], [-0.064, 3.475, -2.233], [-1.071, -1.838, -2.677], [-2.314, 1.402, -2.261], [4.325, 0.022, -2.053], [-4.027, 1.676, 3.113], [0.249, 0.287, 2.742], [6.315, -0.233, -1.166], [-3.314, -0.759, 3.845], [0.107, 0.786, -1.767], [4.363, 1.106, -2.159], [6.250, 0.626, 0.713], [2.620, -2.456, 1.995], [-2.419, 0.155, 3.345], [3.308, 1.970, 1.976], [2.359, 2.338, 1.588], [4.225, -1.846, 0.674], [-3.915, 2.110, -1.960], [-2.344, 2.170, 1.676], [-0.213, -4.069, 1.049], [-2.398, 1.524, 0.464], [5.263, -1.522, 0.768], [0.546, -2.339, 3.195], [-1.217, -0.427, 3.270], [-2.664, -1.920, 4.077], [-1.916, -2.457, -2.381], [2.344, 2.329, -1.728], [-2.462, 2.506, -0.508], [-1.103, -1.574, -4.178], [4.324, 2.153, 0.096], [-2.837, 2.278, -1.882], [3.525, -0.542, -3.225], [0.384, -3.492, -2.698], [-2.274, -3.530, -0.251], [5.746, -0.532, -2.045], [3.139, -0.159, -0.237], [4.195, 1.396, 0.874], [-0.287, -1.565, 0.150], [-2.811, 1.653, 3.072], [1.075, -1.856, -2.647], [-3.010, -2.871, 4.442], [-0.303, -0.887, -4.462], [3.414, -1.630, -3.140]], "atomic_forces_ev_per_a": [[0.0, 0.0, 0.0], [0.0, 0.0, 0.0], [0.0, 0.0, 0.0], [0.0, 0.0, 0.0], [0.0, 0.0, 0.0], [0.0, 0.0, 0.0], [0.0, 0.0, 0.0], [0.0, 0.2, 0.1], [0.0, 0.0, 0.0], [0.0, 0.0, 0.0], [0.0, 0.0, 0.0], [0.0, 0.0, 0.0], [0.1, 0.0, 0.1], [0.2, 0.1, 0.0], [0.0, 0.0, 0.0], [0.0, 0.0, 0.0], [0.0, 0.0, 0.1], [0.0, 0.0, 0.0], [0.0, 0.0, 0.0], [0.7, 0.6, -0.6], [0.0, 0.0, 0.0], [0.0, -0.1, -0.1], [0.0, 0.0, 0.0], [0.0, 0.0, 0.0], [0.0, 0.0, 0.0], [0.0, 0.0, 0.0], [-0.6, -1.0, 1.0], [0.0, 0.0, 0.0], [0.1, 0.0, 0.0], [0.0, 0.0, 0.0], [0.0, -0.1, -0.1], [0.0, 0.0, 0.0], [0.0, 0.0, 0.0], [0.0, 0.0, 0.0], [0.0, 0.0, 0.0], [0.0, 0.0, 0.0], [0.0, 0.0, 0.0], [0.0, 0.0, 0.0], [0.0, 0.0, 0.0], [0.0, 0.0, 0.0], [0.0, 0.0, 0.0], [0.4, 0.7, -0.6], [0.0, 0.0, 0.1], [0.0, 0.0, 0.0], [0.1, -0.1, 0.1], [-0.1, 0.0, 0.0], [0.0, 0.0, 0.0], [0.0, -0.1, -0.1], [0.0, 0.0, 0.0], [0.1, 0.0, 0.4], [0.0, 0.0, 0.0], [0.0, -0.1, -0.1], [0.0, 0.5, -0.2], [0.0, 0.0, 0.0], [0.0, 0.0, 0.0], [0.0, 0.0, 0.0], [0.0, 0.2, 0.2], [0.0, 0.0, 0.0], [0.0, 0.0, 0.0], [-0.1, -0.1, 0.0], [0.0, 0.0, 0.0], [0.0, -0.2, -0.2], [0.1, 0.0, 0.0], [-1.2, 0.5, 0.1], [0.0, 0.0, 0.0], [0.0, 0.0, 0.0], [0.1, 0.0, -0.1], [0.0, 0.0, -0.1], [0.0, -0.1, 0.0], [-0.2, -0.1, 0.0], [-0.1, -0.1, 0.2], [0.0, 0.0, 0.0], [0.0, 0.0, 0.0], [0.0, 0.0, -0.1], [0.0, 0.1, 0.0], [0.0, 0.0, 0.0], [0.0, 0.0, -0.1], [0.0, 0.0, 0.0], [0.4, -0.1, 0.2], [0.0, 0.0, 0.1], [0.2, -1.0, -0.2], [0.1, -0.1, 0.0], [0.0, 0.0, 0.0], [0.0, 0.0, 0.0], [0.0, 0.0, 0.0], [0.0, 0.0, 0.0]], "mulliken_charge": [0.297, 0.418, 0.479, -1.059, 0.628, 0.340, 0.063, 1.000, 0.471, 0.490, 0.285, 0.278, -1.023, -0.426, 0.231, 0.401, 0.260, 0.315, -1.200, 1.406, 0.214, -0.944, -1.517, -0.226, 0.407, 0.469, 1.779, 0.330, -0.269, 0.462, -1.017, -1.482, 0.423, 0.448, 0.439, 0.231, -0.556, -0.490, 0.103, 0.194, 0.496, -0.464, 0.476, 0.153, -0.804, 1.392, 0.047, 0.372, -0.244, -0.375, 0.211, -0.588, -0.630, 0.492, 0.246, -0.155, 0.035, -1.223, 0.057, 0.340, 0.258, 0.519, 0.247, -0.670, 0.559, -0.117, -0.365, -0.671, 0.371, -0.601, 0.689, -1.735, 0.460, -0.730, -1.344, 0.820, 0.056, -1.408, -0.636, 0.634, -0.870, 0.672, -0.586, 0.463, 0.285, 0.211]}



2.
{"formula": "C23H47BN5O7", "method": "wB97M-V/def2-TZVPD", "multiplicity": 1, "energy_ha": -1729.3719, "total_charge": 1, "symbols": ["H", "H", "C", "H", "H", "H", "H", "C", "H", "H", "H", "H", "C", "O", "H", "H", "N", "H", "H", "C", "C", "C", "N", "C", "H", "C", "H", "H", "H", "H", "H", "O", "H", "H", "O", "H", "O", "C", "H", "H", "N", "C", "H", "N", "H", "H", "C", "C", "H", "H", "O", "C", "H", "C", "C", "H", "H", "O", "H", "H", "H", "C", "H", "H", "C", "H", "C", "H", "C", "H", "H", "N", "H", "H", "C", "H", "H", "H", "C", "B", "C", "O", "C"], "positions_angstrom": [[5.098, 2.621, -5.122], [2.622, 1.957, -2.453], [2.295, -0.798, -0.842], [3.350, -1.077, -2.788], [2.272, -6.257, 4.807], [0.279, 1.753, -5.531], [-4.052, 4.209, -6.267], [3.090, -0.200, -2.082], [-3.338, 5.235, -4.340], [0.865, 3.016, 0.012], [6.701, 0.985, -4.939], [0.303, 3.607, -5.135], [-3.288, 4.991, -6.263], [0.788, 2.056, -0.181], [-0.007, -4.868, 4.374], [-1.599, -3.961, 0.999], [1.146, -1.130, 1.177], [-3.924, 4.120, 0.414], [3.208, -6.140, 6.329], [0.110, 2.217, -3.321], [1.332, -4.717, -0.126], [0.755, 0.727, -3.100], [2.058, -2.226, -0.829], [-0.147, 2.577, -4.868], [-4.984, 5.188, 2.520], [-4.398, 5.964, 3.020], [-1.290, 2.708, -4.988], [-0.847, 2.272, -2.671], [0.844, 0.085, 3.011], [-2.539, 4.767, -7.022], [5.385, -0.203, -5.106], [1.301, -5.354, 6.390], [-4.166, 4.935, 4.643], [0.886, -4.539, -1.164], [-3.580, 5.370, 4.010], [1.629, -4.487, 6.122], [4.782, 1.744, -4.870], [-1.325, 2.133, 2.260], [0.468, 0.096, -4.012], [-0.911, -5.638, 1.284], [0.963, -3.582, 0.815], [-1.142, -4.831, 4.461], [-3.762, 6.464, 2.288], [0.306, -3.909, 1.995], [-3.745, 5.959, -6.481], [0.558, -1.715, 3.196], [2.330, 0.946, -2.906], [-1.140, -0.618, 2.280], [-3.404, -0.495, 0.546], [5.770, 0.881, -6.464], [-2.654, 5.035, -4.992], [-1.823, 0.727, 1.799], [1.065, -5.742, 0.317], [-1.007, -4.586, 1.762], [-1.934, -4.726, 3.065], [-1.452, -5.820, 4.976], [1.875, -7.312, 6.186], [2.842, 1.978, 1.278], [0.907, -4.624, 2.446], [0.806, 3.027, -2.874], [3.679, 1.516, 1.028], [-2.129, 3.365, 1.744], [-1.426, -4.006, 5.216], [-0.417, 2.192, 2.944], [1.356, -2.357, 0.441], [2.791, 0.943, -3.967], [-3.377, 3.185, 0.779], [-2.755, -3.917, 3.134], [2.220, -6.319, 5.898], [0.207, 0.296, -2.196], [4.114, 0.163, -1.679], [1.731, -0.196, 0.332], [-5.065, 6.697, 3.480], [-2.515, -5.720, 2.949], [-3.884, 1.780, 0.308], [-1.778, 4.398, 2.089], [-4.778, 1.632, -0.380], [2.487, -4.714, -0.198], [0.458, -0.834, 2.455], [1.817, 1.319, 0.519], [5.717, 0.800, -5.376], [-1.918, -1.576, 2.583], [-3.069, 0.559, 0.853]], "atomic_forces_ev_per_a": [[-0.2, -0.2, 0.1], [-0.9, -1.4, -0.6], [-1.6, -3.4, 1.3], [-0.7, 1.1, 1.5], [0.1, -0.2, -0.1], [-0.7, 1.2, 0.7], [0.0, 0.0, -0.2], [0.3, 0.0, 0.4], [0.2, 0.0, -0.1], [0.0, -0.7, -0.3], [0.1, -0.2, -0.1], [-0.6, -1.8, 0.4], [-0.2, 0.1, 0.2], [2.7, -1.2, 2.3], [-1.6, 0.1, 0.0], [1.0, -0.8, 1.1], [1.1, -2.7, -2.3], [1.0, -1.5, 0.7], [0.1, -0.2, -0.1], [0.1, 0.1, 0.4], [1.3, -0.2, -0.3], [-0.5, 1.7, 0.3], [-1.3, 5.0, 4.0], [-0.7, 0.6, 0.7], [-0.1, 0.2, -0.2], [-0.2, -0.1, 0.2], [1.9, -0.4, -0.2], [1.4, 0.0, -1.3], [0.0, -1.1, -1.3], [0.0, 0.0, 0.2], [0.0, 0.1, 0.0], [0.0, 0.2, 0.0], [0.2, 0.1, -0.1], [0.6, -0.4, 1.6], [0.2, -0.1, 0.2], [-0.1, -0.2, 0.2], [0.0, 0.2, 0.1], [-3.6, -0.8, -2.9], [0.8, 0.7, 1.3], [0.2, 1.6, 0.8], [0.5, -0.9, -1.8], [-0.5, -0.6, 0.6], [0.0, 0.0, 0.1], [-0.3, -0.9, 0.9], [0.0, -0.1, -0.2], [-0.1, 1.3, -1.6], [0.4, -0.7, -0.7], [-3.1, -1.7, 0.6], [0.7, 1.8, 0.7], [0.1, -0.2, 0.0], [0.0, 0.0, 0.3], [-1.1, 2.1, -1.2], [0.0, 1.9, -0.6], [-2.0, -0.1, -0.8], [-0.4, -0.5, 0.5], [0.6, 1.6, -0.8], [0.0, 0.2, 0.0], [-1.1, -2.0, -2.2], [-0.4, 0.8, -0.1], [-1.0, -1.5, -0.6], [-0.6, 0.5, 0.8], [-0.7, -3.4, -0.9], [0.5, -1.2, -1.4], [-1.5, 0.2, -1.0], [0.2, 0.6, -0.5], [-0.5, 0.1, 1.9], [1.6, -2.7, 1.0], [1.7, -1.1, -0.3], [0.1, 0.3, 0.1], [1.1, 0.4, -1.0], [-1.6, -0.4, -0.7], [2.1, 0.9, -3.1], [-0.1, 0.1, -0.2], [1.0, 1.6, 0.0], [4.2, 0.5, 3.2], [-0.9, -1.7, -0.6], [1.5, 0.3, 1.1], [-1.9, 0.0, -0.2], [-1.4, 0.1, 1.4], [-1.3, 2.6, -0.4], [0.1, 0.2, -0.1], [3.3, 3.3, -1.2], [0.5, 2.9, 0.7]], "mulliken_charge": [0.277, 0.270, 0.171, 0.242, 0.185, 0.353, 0.268, -0.841, 0.282, 0.223, 0.268, 0.263, -0.562, -0.406, -0.046, 0.258, -0.093, 0.441, 0.285, -0.322, -1.025, -0.468, -0.570, -0.900, 0.229, -0.547, 0.132, 0.305, 0.535, 0.207, 0.218, -0.473, 0.291, 0.313, -0.489, 0.281, -0.463, -0.236, 0.543, 0.380, 0.197, -0.617, 0.214, -0.188, 0.294, 0.293, -0.523, 0.212, 0.287, 0.289, -0.475, 0.834, 0.373, -0.583, -0.355, 0.303, 0.220, -0.631, 0.226, 0.161, 0.360, -0.496, 0.251, 0.351, 0.257, 0.268, -0.440, 0.145, -0.505, 0.088, 0.303, 0.534, 0.324, 0.424, -0.618, 0.335, 0.364, 0.355, -0.780, 0.718, -0.559, -0.473, -0.518]}



3.
{"formula": "C23H47CoNO2S2Si2", "method": "wB97M-V/def2-TZVPD", "multiplicity": 4, "de_lowest_kcal_mol": 0.00, "symbols": ["O", "H", "H", "H", "H", "H", "C", "H", "C", "H", "H", "H", "C", "H", "H", "H", "H", "H", "H", "C", "C", "H", "H", "C", "S", "S", "H", "H", "C", "C", "C", "H", "H", "H", "H", "Co", "C", "C", "Si", "H", "N", "H", "H", "C", "C", "H", "C", "C", "H", "H", "C", "C", "H", "H", "C", "C", "C", "C", "H", "C", "H", "H", "H", "H", "H", "O", "H", "C", "H", "H", "H", "H", "Si", "H", "H", "H", "H", "H"], "positions_angstrom": [[2.543, 2.388, 2.274], [2.149, 5.108, 4.289], [-0.691, -0.039, -2.036], [4.472, 2.505, 3.093], [2.594, 0.202, 3.885], [3.368, 3.867, 4.579], [-1.736, -4.235, 0.062], [-4.229, -0.958, -4.834], [-0.180, -5.924, -0.621], [-3.821, 1.266, 0.391], [3.312, 4.299, 2.163], [-2.399, 0.436, -1.828], [-1.060, -1.256, -4.742], [-2.774, -3.771, -4.122], [-1.424, -1.720, -5.666], [-2.886, 0.252, 2.521], [-1.556, -0.934, 2.593], [-1.297, 0.392, 4.543], [0.360, -3.838, -0.170], [2.391, 4.053, 4.113], [-2.647, -3.322, -3.128], [-1.253, 2.580, 1.525], [2.038, 4.156, -0.542], [-1.797, 0.138, 2.487], [-4.227, -1.340, 0.510], [-4.304, -4.422, 0.388], [1.346, 3.650, -2.130], [3.001, 4.348, -2.045], [3.704, 1.755, 2.840], [1.866, 0.904, -0.282], [-3.560, -2.856, 0.421], [-3.353, -7.213, -0.258], [-1.749, 1.915, 3.768], [-3.620, 3.007, 0.589], [0.811, -6.204, -0.985], [-1.754, -1.123, -0.042], [-0.417, -4.599, -0.250], [-1.790, 1.899, 0.852], [-2.309, -1.490, -3.351], [-4.743, -0.993, -3.118], [-2.203, -2.929, 0.228], [4.735, 2.755, 0.390], [-0.962, -7.950, -0.692], [3.366, 0.957, 4.085], [-1.203, 0.972, 3.610], [1.628, 3.447, 4.623], [-1.200, -6.891, -0.533], [-2.773, -5.190, 0.072], [1.130, 0.385, -0.913], [3.031, 1.598, 4.913], [-3.293, 2.033, 0.978], [-1.705, -0.446, -1.895], [3.665, 2.143, -3.688], [5.421, 1.488, -0.690], [-2.516, -6.516, -0.245], [4.757, 2.366, -0.639], [-3.951, -0.685, -3.810], [2.446, 3.776, 2.612], [-3.563, -3.516, -2.566], [2.264, 3.711, -1.524], [-3.596, 1.961, 2.033], [-1.842, -3.870, -2.634], [-0.902, -0.185, -4.919], [4.082, 1.098, 2.048], [-1.440, 2.092, -0.169], [-1.345, 0.545, 1.168], [-0.092, -1.699, -4.478], [3.350, 1.307, -3.041], [2.455, 0.847, -3.485], [-3.848, 0.404, -3.747], [-0.140, 1.199, 3.453], [2.422, 0.141, 0.289], [3.022, 1.991, -1.305], [1.293, 1.488, 0.483], [5.178, 3.150, -1.295], [1.531, 4.137, 2.123], [4.255, 0.436, 4.452], [4.168, 0.568, -3.026]], "atomic_forces_ev_per_a": [[0.4, 0.4, 0.6], [0.1, -0.1, -0.1], [-0.1, -0.1, -0.3], [-0.1, -0.1, -0.3], [0.1, 0.2, 0.0], [-0.3, 0.0, 0.0], [-0.5, 0.3, -0.2], [-0.2, 0.1, 0.1], [0.0, 0.2, 0.5], [0.3, 0.2, 0.3], [-0.3, 0.0, 0.1], [0.5, -0.6, -0.1], [-0.1, -0.1, 0.0], [0.0, 0.1, 0.1], [0.2, 0.1, 0.0], [0.3, -0.5, 0.0], [0.0, 0.4, -0.1], [0.1, 0.2, -0.3], [-0.1, -0.3, -0.4], [0.0, 0.1, 0.1], [0.1, -0.2, 0.0], [-0.1, -0.1, -0.1], [0.0, 0.0, -0.3], [-0.1, 0.2, 0.1], [-0.8, 0.4, 0.3], [-0.2, 0.0, 0.0], [0.2, 0.2, 0.2], [-0.4, -0.1, 0.2], [-0.4, 0.1, -0.1], [-0.2, 0.1, 0.6], [2.3, -0.8, -0.6], [0.4, -0.1, 0.0], [0.2, -0.3, -0.2], [0.2, -0.1, 0.2], [-0.2, 0.0, 0.4], [-0.3, 1.6, -0.5], [-0.6, -0.2, 0.0], [0.3, -0.4, -0.3], [0.1, 1.0, 0.5], [0.1, 0.0, -0.1], [-1.1, -2.0, 1.0], [0.1, -0.1, -0.3], [-0.2, 0.6, -0.2], [-0.1, -0.2, 0.4], [0.2, -0.1, 0.4], [0.2, 0.1, -0.3], [-0.1, 0.0, -0.3], [0.7, 0.3, -0.3], [0.3, 0.1, 0.0], [0.0, -0.2, -0.3], [-0.3, 0.3, -0.1], [0.0, 0.3, -0.2], [-0.1, -0.3, 0.2], [-0.1, 0.3, 0.1], [0.2, -0.1, 0.3], [-0.1, -0.2, 0.2], [0.1, -0.1, -0.2], [0.1, -0.2, -0.1], [0.0, 0.1, 0.0], [0.0, -0.2, 0.0], [-0.1, 0.2, -0.4], [0.1, 0.0, 0.0], [0.0, -0.2, 0.0], [0.1, 0.1, 0.2], [-0.1, -0.2, 0.2], [-0.1, 0.1, 0.7], [-0.1, 0.0, -0.1], [-0.1, -0.1, 0.1], [0.3, 0.1, 0.1], [-0.1, -0.1, -0.1], [-0.2, -0.1, 0.0], [-0.2, 0.2, -0.2], [0.2, 0.6, -0.4], [0.6, -0.4, -0.7], [-0.1, -0.3, 0.3], [0.2, -0.1, 0.1], [0.0, 0.0, -0.1], [-0.3, 0.2, -0.1]], "mulliken_charge": [-0.047, 0.405, 0.176, 0.457, 0.254, 0.359, -0.673, 0.336, -0.473, 0.141, 0.317, 0.114, -1.049, 0.424, 0.310, 0.480, 0.383, 0.442, 0.407, -1.377, -0.754, 0.379, 0.249, -0.468, -0.422, -0.206, 0.309, 0.315, -0.428, 0.021, 0.444, 0.384, 0.290, 0.430, 0.375, -0.216, -0.519, -0.333, 0.146, 0.278, 0.421, 0.189, 0.344, -1.363, -1.372, 0.261, -0.542, 1.200, -0.096, 0.291, -1.278, -0.106, 0.270, 0.303, -0.526, -1.046, -1.115, -0.237, 0.214, -1.014, 0.311, 0.158, 0.272, 0.354, 0.426, 0.003, 0.299, -1.020, 0.236, 0.329, 0.206, 0.347, 0.590, -0.352, 0.346, 0.305, 0.413, 0.320]}